[1]
Formula: C45H111N3O21
Source: the OMol25 dataset
Level of theory: ωB97M-V with the def2-TZVPD basis set

The net charge is 0. The lowest unoccupied orbital energy comes out at 0.0104 Eh. The energy relative to the best compared isomer or geometry (same formula, charge and spin) is 5.310 eV. Its SMILES is CC1(C)CCCC(C)(C)N1O.CC1(C)CCCC(C)(C)N1O.CC1(C)CCCC(C)(C)N1O.OCCO.OCCO.OCCO.OCCO.OCCO.OCCO.OCCO.OCCO.OCCO. The value obtained for the frontier orbital gap is 7.84 eV. As for the multiplicity: 1. As for the HOMO energy: -7.56 eV.

CARTESIAN COORDINATES (ANGSTROEM)
C (-1.0790, -0.2722, 1.9095)
C (-0.5317, -1.2695, 3.0173)
C (-1.7618, -2.0982, 3.3790)
C (-2.0032, -3.2378, 2.3784)
C (-0.7255, -4.0726, 2.2492)
C (0.5297, -3.2710, 1.8405)
N (0.6308, -2.0441, 2.6512)
O (1.7656, -1.2639, 2.4560)
C (1.7385, -4.1486, 2.1543)
C (0.5040, -2.9879, 0.2902)
C (-0.2937, -0.3128, 4.2097)
H (-1.4404, -0.8393, 1.0531)
H (-0.2377, 0.3807, 1.6535)
H (-1.8425, 0.4172, 2.2613)
H (-1.6106, -2.4201, 4.4200)
H (-2.6582, -1.4965, 3.5409)
H (-2.1864, -2.8092, 1.3913)
H (-2.8981, -3.8061, 2.6281)
H (-0.8365, -4.7117, 1.3638)
H (-0.5657, -4.8285, 3.0193)
H (2.7141, -3.8219, 1.7811)
H (1.9059, -4.2278, 3.2287)
H (1.6145, -5.0965, 1.6247)
H (1.2911, -2.2824, 0.0263)
H (0.5129, -3.9239, -0.2620)
H (-0.4309, -2.4709, 0.0633)
H (0.6061, 0.2704, 3.9637)
H (-0.0829, -0.7820, 5.1684)
H (-0.8877, 0.5976, 4.3086)
H (1.6751, -0.8952, 1.5595)
C (6.5404, -1.9657, 10.7844)
C (6.6226, -3.2731, 10.0146)
C (7.8617, -4.0725, 10.4465)
C (7.8370, -5.5314, 10.0817)
C (6.5796, -6.0752, 10.7591)
C (5.2410, -5.5362, 10.2059)
N (5.3548, -4.0554, 10.1971)
O (4.1354, -3.3518, 10.1203)
C (4.9128, -5.9812, 8.7658)
C (4.1532, -5.9269, 11.1911)
C (6.7919, -3.0275, 8.4875)
H (6.4906, -2.2830, 11.8316)
H (5.5803, -1.4594, 10.6730)
H (7.3836, -1.2966, 10.6285)
H (8.7390, -3.7015, 9.9076)
H (7.9988, -4.0013, 11.5271)
H (8.6569, -6.0597, 10.5735)
H (7.8245, -5.8318, 9.0331)
H (6.6223, -5.9652, 11.8423)
H (6.6037, -7.1498, 10.5396)
H (3.9766, -5.5321, 8.4283)
H (5.6069, -5.6530, 7.9900)
H (4.8410, -7.0707, 8.7365)
H (3.9667, -6.9816, 11.4136)
H (4.4563, -5.5864, 12.1857)
H (3.1848, -5.4920, 10.9458)
H (7.7686, -3.2515, 8.0616)
H (6.6078, -1.9618, 8.3150)
H (6.0478, -3.5491, 7.8857)
H (4.2373, -2.9912, 9.2223)
C (-2.6712, 2.6520, 10.0950)
C (-2.1354, 3.4524, 11.2911)
C (-1.5314, 4.7866, 10.7962)
C (-2.4762, 5.9692, 10.7501)
C (-3.4308, 6.0280, 11.9578)
C (-4.1562, 4.7268, 12.2413)
N (-3.1014, 3.7108, 12.3727)
O (-3.5821, 2.5290, 12.9326)
C (-4.9129, 4.9229, 13.5561)
C (-5.2546, 4.4605, 11.1666)
C (-0.8836, 2.7563, 11.8745)
H (-1.9098, 2.0538, 9.6010)
H (-3.2882, 3.3036, 9.4759)
H (-3.4028, 1.9466, 10.5064)
H (-0.6050, 5.1493, 11.2456)
H (-1.2122, 4.5811, 9.7670)
H (-3.0729, 5.9720, 9.8323)
H (-1.8512, 6.8636, 10.7401)
H (-4.0798, 6.9065, 11.9152)
H (-2.7639, 6.3086, 12.7823)
H (-4.1213, 5.1871, 14.2672)
H (-5.6666, 5.7002, 13.5099)
H (-5.2721, 3.9543, 13.9050)
H (-6.1012, 5.1291, 11.3009)
H (-4.8816, 4.5993, 10.1494)
H (-5.5246, 3.4061, 11.2500)
H (-1.1192, 1.8186, 12.3966)
H (-0.3814, 3.2836, 12.6878)
H (-0.1663, 2.4998, 11.0962)
H (-3.1715, 2.4371, 13.8004)
C (0.2822, 4.9486, 4.2070)
C (0.0077, 5.4092, 5.6355)
O (1.1616, 5.2187, 6.4795)
O (0.4514, 3.5357, 3.9815)
H (1.1222, 5.4466, 3.7207)
H (-0.6074, 5.2595, 3.6523)
H (-0.8583, 5.0135, 6.1694)
H (-0.1582, 6.4892, 5.6477)
H (1.1033, 4.3273, 6.8401)
H (1.2714, 3.2739, 4.4255)
C (1.0730, -2.0773, 13.3601)
C (1.2313, -0.5860, 13.0426)
O (2.5201, -0.3683, 12.4530)
O (0.7758, -2.9290, 12.2982)
H (0.4270, -2.1579, 14.2394)
H (2.0222, -2.4165, 13.8015)
H (0.9634, 0.0524, 13.8796)
H (0.6278, -0.3691, 12.1521)
H (2.5205, -0.4890, 11.4950)
H (1.3778, -2.7806, 11.5621)
C (1.5006, 1.7024, 8.4822)
C (2.6057, 0.9297, 9.1871)
O (2.0880, -0.3278, 9.6500)
O (1.1092, 1.1139, 7.2430)
H (1.9161, 2.6708, 8.1950)
H (0.6743, 1.8495, 9.1791)
H (2.8970, 1.3289, 10.1611)
H (3.5423, 0.8541, 8.6268)
H (2.2130, -0.9687, 8.9159)
H (0.2711, 0.7021, 7.5171)
C (3.1871, -3.6463, 5.9394)
C (2.2154, -2.5986, 6.4784)
O (2.4696, -2.2912, 7.8496)
O (2.6219, -4.9230, 6.1915)
H (4.2168, -3.4701, 6.2415)
H (3.1976, -3.5990, 4.8429)
H (1.1934, -2.9444, 6.2939)
H (2.1657, -1.6687, 5.9025)
H (2.0319, -2.9873, 8.3586)
H (1.9079, -5.2494, 5.6488)
C (7.1159, 2.8620, 8.4097)
C (7.3015, 1.9760, 7.1550)
O (8.0222, 0.8137, 7.5093)
O (6.2644, 2.1072, 9.2604)
H (6.7843, 3.8995, 8.3769)
H (8.1368, 2.8636, 8.8145)
H (7.6878, 2.5316, 6.3050)
H (6.2723, 1.6859, 6.9221)
H (7.5715, 0.3805, 8.2416)
H (5.5786, 2.6150, 9.7001)
C (2.6377, 5.7810, 10.7780)
C (2.6505, 4.8844, 9.5598)
O (3.3496, 3.6729, 9.6900)
O (2.0846, 5.1561, 11.9256)
H (1.9941, 6.6180, 10.4838)
H (3.5749, 6.2268, 11.1271)
H (2.9919, 5.5909, 8.7929)
H (1.6154, 4.7164, 9.2370)
H (3.2796, 3.4428, 10.6278)
H (2.8134, 4.7977, 12.4502)
C (3.7826, 3.2485, 5.7854)
C (3.9334, 4.1303, 4.5392)
O (5.1668, 4.1571, 3.8664)
O (3.0240, 2.0853, 5.3857)
H (3.0055, 3.5970, 6.4729)
H (4.6570, 2.9837, 6.3841)
H (3.8013, 5.1457, 4.9261)
H (3.0919, 3.9936, 3.8558)
H (5.3666, 3.2732, 3.5389)
H (2.5703, 1.6917, 6.1395)
C (-0.9863, -1.4196, 7.8909)
C (-2.1406, -2.3612, 8.0969)
O (-2.9775, -1.9549, 9.1745)
O (-1.3528, -0.0347, 7.9587)
H (-0.6781, -1.6137, 6.8605)
H (-0.1373, -1.5262, 8.5696)
H (-1.6801, -3.3368, 8.2805)
H (-2.7127, -2.4041, 7.1729)
H (-2.5135, -2.0093, 10.0172)
H (-2.2083, -0.0170, 8.4122)
C (4.4008, 2.2906, 13.2791)
C (3.6290, 1.8974, 14.5337)
O (4.0302, 2.6049, 15.6606)
O (4.3263, 3.7200, 13.0881)
H (4.1204, 1.7086, 12.4031)
H (5.4812, 2.1624, 13.4057)
H (3.7743, 0.8148, 14.6679)
H (2.5680, 1.9392, 14.2510)
H (3.4449, 2.3849, 16.3891)
H (5.1907, 4.0921, 13.2551)

Forces on atoms 1 to 2 (eV/Å):
1.5 -0.4 -0.1
-2.8 2.9 0.0

=====

[2]
Formula: C45H112ClIN2O18P
Source: the OMol25 dataset
Level of theory: ωB97M-V with the def2-TZVPD basis set

The net charge is +1. The lowest unoccupied orbital energy comes out at -0.0747 Eh. The value obtained for the frontier orbital gap is 9.14 eV. As for the multiplicity: 1. As for the HOMO energy: -11.18 eV.

CARTESIAN COORDINATES (ANGSTROEM)
C (-0.8100, 2.7568, 2.5822)
C (-1.0238, 1.2444, 2.6944)
C (0.3042, 0.4922, 2.5759)
O (0.6559, 0.6489, 1.2182)
C (1.7923, 0.0530, 0.6189)
C (3.0322, 1.0066, 0.8044)
C (2.6291, 2.4267, 1.1246)
N (2.7344, 3.4269, 0.3633)
C (1.4816, 0.2778, -0.8794)
P (-0.0813, 0.1043, -1.7855)
O (-0.0409, -0.9462, -2.8114)
O (-1.3177, 0.0207, -0.7754)
O (-0.1771, 1.6130, -2.3029)
C (2.0678, -1.4779, 1.0767)
C (3.5925, -1.7168, 1.0442)
C (1.5767, -2.5832, 0.0478)
I (-0.4753, -2.9855, -0.5939)
C (2.3777, -2.6060, -1.2865)
C (3.1452, -3.9246, -1.4787)
N (1.5844, -1.7595, 2.6062)
C (1.4876, -3.2463, 2.9705)
O (0.4215, -3.9566, 2.4388)
C (0.5492, -5.3367, 2.6973)
C (1.2008, -6.1177, 1.6203)
O (0.1229, -5.7397, 3.7010)
C (2.6736, -1.3927, 3.7412)
C (3.8072, -2.4334, 3.9770)
C (3.2774, 0.0135, 3.8504)
C (3.3574, 0.4126, 5.3361)
C (0.2043, -0.9950, 2.9250)
C (-1.0398, -1.5406, 2.2542)
Cl (-0.1087, -1.0973, 4.7005)
H (0.0290, 3.1098, 3.1879)
H (-0.6586, 3.0512, 1.5427)
H (-1.7174, 3.2623, 2.9088)
H (-1.4925, 1.0189, 3.6525)
H (-1.6604, 0.9388, 1.8655)
H (0.9747, 0.9996, 3.2679)
H (3.5805, 1.0523, -0.1420)
H (3.7683, 0.7032, 1.5317)
H (2.2398, 2.6187, 2.1269)
H (3.1206, 3.1715, -0.5489)
H (2.2416, -0.1254, -1.5474)
H (1.6158, 1.3593, -0.9668)
H (-1.8866, -0.7227, -1.0345)
H (-1.0856, 1.9459, -2.3251)
H (3.8361, -2.7783, 1.0315)
H (4.1159, -1.2706, 1.8735)
H (4.0036, -1.2628, 0.1486)
H (1.7699, -3.5370, 0.5251)
H (1.6864, -2.5046, -2.1225)
H (3.0617, -1.7745, -1.4100)
H (3.9447, -3.7834, -2.2084)
H (2.4891, -4.7035, -1.8717)
H (3.6092, -4.2878, -0.5600)
H (1.4067, -3.2468, 4.0564)
H (2.4277, -3.6966, 2.6527)
H (2.1822, -5.7114, 1.3616)
H (1.3292, -7.1489, 1.9400)
H (0.5858, -6.1003, 0.7197)
H (2.0866, -1.4972, 4.6374)
H (4.6238, -1.9009, 4.4636)
H (3.4869, -3.2188, 4.6625)
H (4.2132, -2.9207, 3.1013)
H (2.7753, 0.7955, 3.3117)
H (4.2973, 0.0074, 3.4537)
H (2.4882, 0.9962, 5.6414)
H (3.4551, -0.4565, 5.9886)
H (4.2430, 1.0252, 5.5082)
H (-1.8888, -1.2004, 2.8454)
H (-1.1354, -1.1168, 1.2581)
H (-1.0910, -2.6134, 2.1989)
C (-4.8750, 4.5870, -0.4282)
C (-3.5555, 4.4561, 0.2962)
O (-3.6380, 3.4438, 1.2999)
H (-5.6794, 4.7821, 0.2804)
H (-4.8788, 5.3892, -1.1666)
H (-5.1120, 3.6501, -0.9346)
H (-3.2810, 5.3670, 0.8277)
H (-2.7529, 4.2330, -0.4198)
H (-3.9541, 2.6328, 0.8809)
C (3.8520, 2.3306, -3.9220)
C (5.1796, 1.8626, -3.3603)
O (5.0095, 0.8483, -2.3589)
H (3.2108, 2.7198, -3.1282)
H (4.0014, 3.1158, -4.6630)
H (3.3225, 1.5067, -4.4073)
H (5.7014, 2.6793, -2.8652)
H (5.8159, 1.4894, -4.1659)
H (4.5689, 0.1054, -2.7854)
C (8.6047, 0.5050, -6.8076)
C (7.0892, 0.5178, -6.8590)
O (6.5478, 1.8321, -6.7599)
H (8.9578, 0.9675, -5.8855)
H (8.9890, -0.5143, -6.8576)
H (9.0232, 1.0648, -7.6466)
H (6.6733, -0.0332, -6.0148)
H (6.7384, 0.0360, -7.7779)
H (6.8840, 2.3488, -7.5005)
C (-7.6119, 0.1280, -0.6380)
C (-6.3431, 0.1779, 0.1958)
O (-5.8804, 1.5005, 0.5029)
H (-7.4827, 0.6558, -1.5842)
H (-7.8991, -0.9023, -0.8416)
H (-8.4340, 0.6083, -0.1053)
H (-5.5111, -0.3038, -0.3139)
H (-6.5151, -0.3649, 1.1302)
H (-6.6002, 1.9675, 0.9409)
C (7.9332, -0.8370, 6.4082)
C (7.1605, 0.4481, 6.1815)
O (6.1814, 0.6837, 7.1913)
H (7.2556, -1.6917, 6.4504)
H (8.6591, -1.0038, 5.6113)
H (8.4755, -0.7940, 7.3545)
H (6.6085, 0.4000, 5.2395)
H (7.8461, 1.2983, 6.1293)
H (6.6439, 0.7554, 8.0332)
C (3.5735, -10.6363, 0.0798)
C (2.4368, -10.1492, 0.9550)
O (1.8184, -8.9656, 0.4401)
H (4.3307, -9.8597, -0.0310)
H (4.0425, -11.5211, 0.5102)
H (3.2105, -10.8985, -0.9165)
H (2.8008, -9.8772, 1.9450)
H (1.6859, -10.9346, 1.0796)
H (1.4671, -9.1751, -0.4317)
C (-12.4004, -1.4313, -2.4233)
C (-11.0972, -1.2277, -1.6741)
O (-10.8080, 0.1476, -1.4444)
H (-12.3761, -0.9060, -3.3789)
H (-12.5816, -2.4897, -2.6129)
H (-13.2428, -1.0428, -1.8466)
H (-10.2569, -1.6046, -2.2569)
H (-11.1181, -1.7731, -0.7243)
H (-11.5191, 0.5301, -0.9199)
C (-5.6345, -5.0266, 1.1212)
C (-6.7183, -4.0077, 0.8272)
O (-6.2725, -2.9692, -0.0430)
H (-4.7650, -4.5383, 1.5630)
H (-5.9936, -5.7903, 1.8114)
H (-5.3133, -5.5254, 0.2036)
H (-7.0294, -3.5033, 1.7411)
H (-7.5978, -4.5019, 0.4019)
H (-6.0045, -3.3731, -0.8751)
C (-8.9095, 7.6102, -0.8222)
C (-7.6491, 6.9761, -1.3827)
O (-7.7298, 5.5615, -1.4475)
H (-9.1184, 7.2191, 0.1740)
H (-8.8095, 8.6946, -0.7579)
H (-9.7678, 7.3853, -1.4590)
H (-6.7963, 7.1958, -0.7392)
H (-7.4325, 7.3882, -2.3759)
H (-8.4574, 5.3270, -2.0363)
C (2.6426, 3.1883, -8.5516)
C (4.1458, 3.3451, -8.4224)
O (4.6061, 4.6122, -8.8870)
H (2.3324, 3.3265, -9.5875)
H (2.3224, 2.1995, -8.2198)
H (2.1237, 3.9341, -7.9443)
H (4.6591, 2.6072, -9.0385)
H (4.4607, 3.1907, -7.3874)
H (4.1882, 5.2976, -8.3562)
C (-10.3610, 1.6733, -5.2755)
C (-10.5525, 2.2684, -3.8949)
O (-10.6890, 3.6913, -3.9420)
H (-9.4789, 2.0990, -5.7546)
H (-10.2387, 0.5907, -5.2159)
H (-11.2228, 1.8820, -5.9140)
H (-9.6894, 2.0674, -3.2642)
H (-11.4244, 1.8328, -3.4040)
H (-11.4590, 3.9039, -4.4781)
C (9.3835, 4.6872, 5.7205)
C (9.1613, 4.2517, 7.1557)
O (9.5149, 2.8864, 7.3744)
H (8.8113, 4.0571, 5.0384)
H (9.0780, 5.7238, 5.5762)
H (10.4386, 4.6058, 5.4496)
H (8.1070, 4.3222, 7.4204)
H (9.7216, 4.8967, 7.8396)
H (10.4504, 2.7847, 7.1707)

Forces on atoms 1 to 2 (eV/Å):
-0.2 0.0 -0.1
0.2 0.3 0.0

=====

Question: Look up the HOMO energy of the first one.
Answer: -7.56 eV